(1)
46
Properties=species:S:1:pos:R:3:lowdin_charge:R:1 method="wB97M-V/def2-TZVPD" charge=+1
C 0.0817 -1.9384 -1.9427 0.12
H -1.7050 0.9691 2.2055 0.04
H 0.4062 0.9018 -3.5321 0.10
O -0.1026 3.0773 0.9128 -0.09
O 1.5433 0.8284 3.2072 -0.02
H -0.6194 0.7600 -1.0342 0.10
H -1.7487 0.0786 0.9886 0.00
O -3.0210 1.0557 -1.8309 -0.04
C 0.8491 1.2443 -2.5654 -0.09
H 1.9787 0.8903 4.0365 0.04
H 0.5641 -2.8628 -2.0501 0.06
H -1.2509 -3.2035 1.7466 0.03
H -4.1713 -0.5927 2.9372 0.06
C 0.4876 0.5922 -1.2501 -0.21
H 1.0855 -2.5299 0.6810 0.13
C 0.6610 -0.8720 -1.4146 -0.29
H -0.8595 -1.9025 1.8504 0.02
H 3.0249 -2.3263 0.7961 0.14
O 3.4852 -2.0693 -2.8562 -0.08
H 0.0320 2.1369 1.0837 -0.01
C 2.0361 -1.9414 0.2937 0.17
N 1.9364 -1.2186 -0.8004 0.04
H -2.9436 -0.8316 0.4520 0.03
O -4.1924 0.1788 2.3177 -0.10
H 1.9228 1.0617 -2.7521 0.08
H -2.9152 1.3027 -2.7249 0.04
H 2.8936 -0.4375 3.0067 0.01
H 0.5564 2.2870 -2.5120 0.08
O 3.4069 -1.2280 2.7093 -0.08
O -2.3457 -0.8426 -0.3104 -0.11
H -2.9047 -0.4654 -1.0732 0.07
H -1.0438 3.6867 -0.3701 0.00
O -1.1265 0.5042 1.6266 -0.05
H 2.8359 -0.9445 -1.2361 0.15
O -0.4827 -2.7707 2.0731 -0.04
H 2.9765 -2.7729 -3.2628 0.04
H -5.2188 0.0796 2.2581 0.11
H 0.5950 0.7174 3.1973 0.03
H -0.9402 -2.0341 -2.2992 0.09
H 0.9032 3.2930 0.8621 0.13
H 4.1064 -1.3944 3.3421 0.05
H -2.2879 1.6257 -1.4391 0.06
H 4.3610 -1.8976 -3.3551 0.12
H -2.0600 4.7515 -0.5268 0.08
O -1.8749 3.8339 -0.9223 -0.13
H 1.0852 1.2199 -0.5238 0.13

(2)
15
Properties=species:S:1:pos:R:3:lowdin_charge:R:1 method="wB97M-V/def2-TZVPD" smiles="CC/N=c1/nn[nH][nH]1" charge=0
C -0.1241 0.7005 -0.9577 -0.41
H 1.6023 -2.2150 1.2562 0.09
N -0.6558 1.8055 -1.6373 0.05
H 1.6372 -1.7436 -0.9690 0.14
N 0.9827 0.1564 -1.1957 0.10
N -1.1439 0.3313 0.1223 0.05
H 0.8594 -0.6430 1.9288 0.03
C 0.8626 -1.0399 -0.4691 -0.34
N -2.0130 1.5928 -0.0338 -0.09
H -0.7298 0.4953 1.1962 0.18
H -3.0653 1.3095 0.2007 0.18
H 2.3188 -0.4785 1.1169 0.10
C 1.3232 -1.1111 1.0546 -0.11
N -1.7414 2.2185 -1.1731 -0.03
H -0.1128 -1.3786 -0.4400 0.05

E values, unit hartree, following the record order: -1015.322501, -392.121580.